Entry 1:
Molecular formula: C27H35N4O7PPt
Method: DFT, ωB97M-V with the def2-TZVPD basis set

Last column: Löwdin charge in e.
Geometry (Å):
H  1.98775  1.43303  4.22328  0.11
O  -1.34972  -1.86984  1.76757  -0.15
H  0.36251  -2.15975  3.99631  0.07
H  1.74364  1.90022  -0.47672  0.06
H  3.39594  0.17830  2.75562  0.05
O  -2.91119  -0.37148  0.35149  -0.06
N  1.70931  0.12689  0.78225  -0.20
C  -0.40931  -0.51093  7.08389  -0.08
C  -1.94027  3.16824  3.29009  -0.27
O  0.98963  2.46485  -0.91576  -0.04
H  -2.37486  6.28887  4.62397  0.11
H  4.25075  -1.43403  -3.15321  0.04
C  3.34560  -0.77586  2.26380  -0.01
O  -1.04444  0.95574  2.03967  -0.34
C  3.29957  3.76330  2.09472  -0.07
H  4.24941  4.18987  1.80437  0.10
C  -3.88087  5.18318  3.52345  -0.08
H  2.15139  4.94794  0.67464  0.12
H  -0.03092  3.99891  1.38420  0.12
H  -0.41275  -2.69706  -2.74415  -0.06
H  -3.93315  2.27633  -1.98543  0.07
H  -4.19686  2.14429  -0.25763  0.09
C  0.85607  2.65087  2.83218  -0.27
H  0.54646  1.24535  7.91144  0.11
C  -1.64817  4.36864  3.97079  -0.08
H  -1.41741  -2.09561  5.98428  0.11
H  4.11859  -0.82577  1.50861  0.09
O  2.64480  0.87590  0.24672  -0.15
H  3.42147  -1.55819  2.99239  0.07
H  0.17055  -3.52088  2.81752  0.10
Pt  -0.06341  -0.37123  -0.25789  1.54
C  -1.29217  3.56226  -1.81120  0.00
H  4.17967  2.40995  3.55230  0.11
C  -0.61822  0.97260  4.70466  -0.26
H  -5.16745  3.85048  2.39162  0.11
C  -1.02499  -1.07689  5.96077  -0.08
H  -2.40292  -1.12526  1.04348  0.12
H  0.34855  2.56902  5.82458  0.11
H  -1.64541  -0.76788  3.90129  0.11
N  -0.05601  1.72689  -0.72975  -0.16
H  -2.28137  3.74883  -2.31174  0.09
H  3.47258  -1.41151  -4.47268  0.02
H  -0.18570  -1.03205  -2.85694  0.07
C  0.90986  3.64045  1.83282  -0.08
H  -0.30987  -1.09605  7.98075  0.10
C  2.01890  -0.86310  1.65627  -0.27
H  1.46794  -1.11965  -1.98533  -0.06
H  1.85806  -2.97757  3.36271  0.09
C  0.81022  -2.66072  3.10588  -0.01
C  -1.18504  2.19005  -1.22636  -0.27
H  -4.62160  5.95817  3.60414  0.10
C  0.88721  -1.66650  1.97816  -0.24
C  2.03928  2.20786  3.44825  -0.09
C  2.13394  4.18782  1.46706  -0.07
H  -0.43292  3.70311  -2.51491  0.10
H  -0.65114  4.52367  4.40427  0.11
H  -1.15202  4.30407  -0.98342  0.10
C  -1.14369  -0.33005  4.78364  -0.07
C  -2.62005  5.36856  4.08963  -0.08
C  3.26497  2.77192  3.07035  -0.08
N  -1.97472  0.35074  -0.18680  -0.23
O  -0.71800  -3.48548  -3.25083  -0.13
C  -3.77421  1.61848  -1.12868  -0.01
C  0.07091  0.79103  7.03428  -0.08
H  -0.14959  -3.26848  -4.08520  0.08
C  -3.22204  2.98843  2.72774  -0.05
C  0.44852  -0.99602  -1.78561  -0.36
H  -4.37886  0.70575  -1.27903  0.10
P  -0.70886  1.89224  3.18342  0.79
C  -2.31966  1.35878  -0.97171  -0.25
O  3.43415  -1.71012  -3.57504  -0.04
C  -0.03137  1.53997  5.85828  -0.08
H  -3.45109  2.04455  2.19997  0.11
C  -4.18017  3.99953  2.84305  -0.08
N  -0.27257  -1.32557  1.35482  -0.36

Values from the calculation:
⟨S²⟩	2.192
frontier orbital gap (alpha / beta)	6.554 / 6.139	eV
multiplicity	3
E_LUMO (alpha / beta)	0.0084 / -0.0401	hartree
ΔE to the lowest compared entry with this formula, charge and spin	6.296	eV



Entry 2:
Molecular formula: C9H12O3STl
Method: DFT, ωB97M-V with the def2-TZVPD basis set

Last column: Löwdin charge in e.
Geometry (Å):
H  0.73777  -3.16039  0.27314  0.12
Tl  -1.87929  4.02558  0.91173  1.35
H  1.78985  0.11413  0.92350  0.14
C  1.08093  -0.72510  -0.94545  -0.02
O  -0.17490  0.52962  2.43111  0.34
C  -2.68751  1.58150  0.50892  -0.54
H  -0.93479  -1.82861  -1.02099  0.16
C  -0.31451  -1.31563  -0.25273  -0.18
H  1.11427  1.36381  -0.26163  0.13
C  -2.19558  0.42291  -0.42090  -0.29
H  3.90260  0.43220  0.16171  0.11
H  3.40480  0.28001  -1.61240  0.10
S  -2.92261  0.06114  -1.94526  1.26
C  1.73614  0.42217  -0.15657  -0.22
C  3.20363  0.76847  -0.63891  -0.01
H  3.27127  1.88533  -0.69179  0.12
H  -4.28067  0.14906  -1.64280  0.06
O  -3.47348  2.34657  0.01242  0.03
C  0.13297  -2.39437  0.81767  0.03
O  -2.08375  1.52470  1.77501  0.03
C  -0.98485  0.58538  1.62194  -0.32
H  0.79225  -0.37232  -1.96947  0.17
H  -0.73815  -2.94903  1.25702  0.14
H  1.79844  -1.57034  -1.03552  0.16
H  0.80402  -1.99506  1.61118  0.12
C  -1.09885  -0.18171  0.28907  0.02

Values from the calculation:
frontier orbital gap	4.571	eV
net charge	+3
E_LUMO	-0.6343	hartree
ΔE to the lowest compared entry with this formula, charge and spin	2.416	eV



Entry 3:
Molecular formula: C14H28Cu2O22S5
Method: DFT, ωB97M-V with the def2-TZVPD basis set

Last column: Löwdin charge in e.
Geometry (Å):
O  3.96266  -7.10183  -10.99945  -0.20
H  3.41247  -7.71583  -15.90153  0.14
S  2.51704  0.68899  -13.52754  0.31
H  -1.02347  -0.73602  -11.48600  0.14
C  2.56719  -3.79208  -10.05269  -0.15
H  -0.46374  -1.90448  -10.35004  0.12
H  6.92140  -6.63679  -12.37571  0.14
H  5.43564  0.46041  -9.76037  0.12
O  3.57738  -4.82561  -17.48002  -0.21
O  3.36579  -5.83475  -19.77139  -0.22
C  5.50534  0.81039  -10.78916  -0.14
H  5.34263  0.09337  -11.59052  0.12
C  4.19930  -2.41240  -8.96694  -0.15
H  4.39254  -6.43835  -12.91406  0.12
O  4.10337  -7.17344  -17.82751  -0.19
Cu  4.69233  -0.35236  -15.65129  0.62
C  2.99590  -1.64358  -9.42110  -0.17
H  2.01985  -6.01973  -17.12226  0.13
O  3.92810  0.60918  -13.92509  -0.34
O  4.03788  -2.22650  -15.03399  -0.33
C  -0.38414  -3.15089  -13.22305  -0.18
H  4.62000  -4.41751  -9.52863  0.10
H  3.29221  -0.66779  -9.80423  0.11
O  2.61196  -3.56102  -13.59024  -0.27
H  3.76793  1.95753  -10.37254  0.13
C  -1.87363  -2.86875  -13.15658  -0.15
H  4.54290  -2.27564  -7.94032  0.12
Cu  2.27941  -1.77557  -12.45780  0.65
H  6.53483  -6.29128  -10.64791  0.13
O  4.92517  -4.30587  -14.01903  -0.24
S  4.25183  -5.75096  -18.66048  0.67
H  2.67459  -4.50506  -10.87137  0.11
H  -2.05275  -1.91164  -13.65039  0.12
S  4.00727  -3.19442  -13.93747  0.32
H  0.11633  -2.91458  -14.16679  0.12
C  3.85939  -6.90487  -16.46758  -0.18
O  7.15037  3.19549  -12.50359  -0.23
O  0.24689  -2.41214  -12.15533  -0.20
H  -0.18586  -4.22657  -13.14641  0.13
O  4.10290  -9.46802  -11.81700  -0.22
S  4.59580  -8.57622  -10.82761  0.63
H  1.63147  -4.09980  -9.57587  0.13
H  4.55803  -5.24292  -11.77241  0.09
C  -0.82531  -1.80214  -11.38043  -0.14
O  7.93178  3.37438  -10.16726  -0.22
O  4.26998  -2.36906  -12.72896  -0.25
H  -2.92141  -2.06769  -11.50022  0.12
C  4.65754  2.10191  -10.98340  -0.18
H  3.48004  -4.33601  -8.13579  0.12
H  4.79389  -6.54193  -16.02648  0.13
C  3.76848  -3.90415  -9.08851  -0.10
O  1.91083  1.94653  -13.88632  -0.22
O  4.52062  -8.95993  -9.45115  -0.23
C  6.18119  -6.73168  -11.58748  -0.12
O  1.79910  -0.50148  -14.08689  -0.23
H  2.33443  -1.50548  -8.55856  0.14
O  6.08624  -8.11104  -11.20833  -0.20
H  2.61846  -5.17740  -15.66223  0.11
O  6.85653  1.26750  -10.96262  -0.20
O  5.52021  3.13066  -10.57128  -0.17
H  -2.55167  -3.61880  -13.55489  0.12
S  6.99516  2.86220  -11.11764  0.63
H  -2.19360  -3.63028  -11.11654  0.12
O  2.47183  -2.43707  -10.48587  -0.20
O  5.60864  -5.35948  -18.84623  -0.22
C  -2.03589  -2.69525  -11.64532  -0.15
H  5.06100  -2.20611  -9.60419  0.11
C  4.74295  -6.30960  -11.88712  -0.19
H  4.32725  2.22970  -12.01251  0.10
O  2.37929  0.36599  -12.09487  -0.25
C  2.90854  -5.70389  -16.56476  -0.17

Values from the calculation:
⟨S²⟩	2.015
frontier orbital gap (alpha / beta)	9.279 / 6.155	eV
multiplicity	3
E_LUMO (alpha / beta)	-0.0436 / -0.1570	hartree



Entry 4:
Molecular formula: CH10N3Si
Method: DFT, ωB97M-V with the def2-TZVPD basis set

Last column: Löwdin charge in e.
Geometry (Å):
N  -0.96263  0.68665  -0.15144  0.15
H  0.42577  0.21895  3.76439  -0.05
H  -0.55945  0.57550  -1.12992  0.12
H  1.10932  -0.76350  -0.48929  0.10
N  1.02056  -0.34628  0.48974  0.12
Si  -0.44770  0.86163  2.69025  0.78
N  0.19419  -0.77410  -2.64948  0.03
H  1.50303  -0.80481  1.22024  0.08
H  -0.49454  2.38762  2.41718  -0.02
H  -1.66636  1.37912  0.10178  0.13
C  -0.21569  0.25268  0.79474  -0.47
H  -0.70155  -1.25241  -2.78896  0.06
H  0.74911  -1.40991  -2.12203  0.00
H  -1.58633  -0.01197  2.90719  -0.08
H  0.57381  -0.66020  -3.58441  0.05

Values from the calculation:
frontier orbital gap	11.233	eV
net charge	+1
E_LUMO	-0.1342	hartree
ΔE to the lowest compared entry with this formula, charge and spin	1.376	eV